89
Properties=species:S:1:pos:R:3:forces:R:3 method="wB97M-V/def2-TZVPD" multiplicity=1 max_force_ev_per_a=8.9 orbital_gap_ev=7.673 total_charge=+1
C 2.0395 3.6462 2.5716 -0.2 -0.3 -0.6
C 1.5468 3.4162 0.9950 1.0 0.6 1.1
O 0.5896 2.2633 0.9105 0.3 0.8 -0.8
C 0.0028 2.1961 -0.4218 1.3 2.0 -1.1
C -1.2101 1.1826 -0.7080 -0.3 -0.4 -2.2
C -1.4133 -0.1400 0.2304 -1.5 2.4 1.0
N -1.5891 0.3465 1.6851 -5.0 6.1 -1.3
C -2.3745 1.4143 1.8434 1.2 -0.2 -1.4
S -3.2701 2.9003 1.8660 3.1 -5.3 0.4
N -0.0987 -0.9426 0.3973 2.2 0.2 -0.7
P -0.1983 -1.6137 2.0930 -1.6 -2.7 5.5
N 1.4098 -1.3929 2.9232 -0.7 1.1 -2.1
O -0.5136 -3.3228 2.1078 0.9 1.4 -0.9
C 0.2459 -1.9125 -0.6539 1.3 -3.4 -3.5
C 0.7730 -1.2925 -2.1129 0.3 -1.0 -0.4
C 2.0716 -0.3141 -2.0124 1.0 -0.8 -0.5
O 2.0749 0.6953 -3.1169 -0.2 -2.7 -1.9
C 1.9518 0.0390 -4.4281 -7.2 1.2 -1.9
O 0.7528 0.1646 -5.0487 7.9 -0.7 3.9
C 1.4905 -2.9677 -0.2963 3.8 -3.2 1.5
C 1.4555 -4.5695 -0.6083 2.5 1.9 1.2
C 2.7357 -5.4748 -0.2711 -0.4 0.8 0.0
N 4.0464 -5.1501 0.3542 -6.0 5.3 -1.6
C 4.0312 -3.6864 0.6178 -0.6 0.1 -0.2
C 2.9277 -2.5599 0.3439 -1.5 -3.0 -1.0
C -1.0632 -2.7992 -1.0617 1.1 -0.8 -1.1
O -2.1177 -1.8762 -1.4320 0.1 -0.1 2.2
C -2.6815 -1.1080 -0.2671 -0.2 0.5 -2.6
C -3.8598 -0.2682 -1.1086 0.6 -0.5 -2.2
O -4.5141 0.8060 -0.3908 0.8 -1.2 -0.3
N -5.7877 0.8771 -0.8945 -2.6 4.2 2.8
O -6.3810 1.8113 -0.3417 2.1 -3.7 -2.4
N -3.1895 -2.0881 0.7154 -1.7 0.2 0.1
C -4.1282 -3.1535 0.1057 -0.8 -1.5 0.8
C -4.0493 -1.5938 1.8389 -4.9 3.0 3.3
C -3.4481 -1.8080 3.3859 -1.1 -0.3 -0.2
O -5.2856 -1.1005 1.7897 7.5 -3.0 -0.9
H 1.3264 3.0075 3.2588 1.6 1.3 -1.3
H 3.1769 3.3441 2.7072 -2.8 0.5 -0.3
H 1.9453 4.7850 2.8835 0.1 -2.5 -0.8
H 1.0560 4.4295 0.6687 0.7 -2.2 0.2
H 2.5152 3.1773 0.3605 -2.1 0.5 0.9
H 0.9118 2.0541 -1.1838 -2.1 0.0 1.4
H -0.3744 3.3063 -0.6590 0.5 -2.5 0.3
H -2.1820 1.8665 -0.8337 1.9 -2.0 0.9
H -1.0586 0.7713 -1.8211 -0.2 0.9 2.4
H 0.7408 -0.2923 0.4935 -1.5 0.0 -0.4
H 1.2218 -0.9775 3.8804 -0.2 -0.6 -1.6
H 1.8905 -0.6236 2.3663 -0.3 -1.2 1.2
H -1.4944 -3.5229 2.1400 1.4 1.0 -0.1
H -0.1066 -0.9061 -2.7927 1.8 -0.3 1.7
H 1.1655 -2.2675 -2.6875 -1.0 2.1 1.3
H 2.1876 0.2935 -1.0217 -0.4 -1.0 -1.9
H 3.0578 -0.9698 -2.1565 -2.2 1.3 0.6
H 2.7625 -0.6161 -4.9610 -1.0 1.4 1.5
H 0.5131 -5.0773 -1.1123 2.3 1.1 1.3
H 2.6405 -6.6294 -0.5695 0.1 2.9 0.8
H 5.0390 -3.2942 1.1294 -2.5 -0.9 -1.3
H 3.1429 -1.4340 0.6257 -0.2 -2.7 -0.6
H -0.7542 -3.3693 -2.0675 -0.8 1.4 2.2
H -1.3510 -3.6588 -0.3192 0.5 2.1 -1.0
H -3.3975 0.2092 -2.1021 -0.7 -1.4 2.6
H -4.7107 -0.9861 -1.5195 2.1 1.1 1.2
H -3.5938 -3.8678 -0.6473 -1.0 1.7 1.3
H -4.4177 -3.8396 1.0404 0.6 1.4 -2.0
H -5.1458 -2.7057 -0.2669 2.2 -0.9 0.5
H -4.3092 -1.6613 4.1998 1.7 -0.3 -2.2
H -2.6108 -1.0453 3.6668 -1.3 -1.7 -0.9
H -3.1378 -2.9368 3.4475 -0.2 2.2 0.0
C -2.6435 1.4747 -5.9843 0.6 1.1 -0.4
C -2.5159 0.4315 -4.9274 0.1 -0.3 0.1
O -3.6482 -0.3831 -5.1301 0.3 0.1 -0.5
C -3.9205 -0.2869 -6.4617 -2.3 -1.9 -2.3
O -4.6505 -1.0532 -7.0682 1.9 2.0 1.6
O -3.2691 0.7694 -7.0374 -0.4 -0.9 0.4
F -2.6013 0.9806 -3.6950 0.2 0.3 0.5
H -3.2808 2.3114 -5.6790 0.0 -0.2 0.2
H -1.6734 1.8692 -6.2986 -0.2 -0.2 -0.1
H -1.6074 -0.1755 -5.0032 -0.1 0.2 0.2
C 6.6921 4.6956 5.6624 0.9 0.2 1.0
C 6.4042 5.2568 4.3119 0.7 0.2 -0.7
O 5.3674 4.4339 3.8274 -0.5 0.0 0.8
C 4.6985 4.0152 4.9382 -2.6 -1.4 0.6
O 3.5859 3.5156 4.9195 2.8 1.1 0.3
O 5.4237 4.2306 6.0780 -0.9 -0.2 -0.9
F 7.4729 5.1207 3.4953 0.0 0.2 -0.2
H 7.3943 3.8557 5.6313 0.0 0.1 -0.2
H 7.0784 5.4504 6.3527 -0.2 -0.2 0.0
H 6.0721 6.3004 4.3210 0.1 -0.1 -0.2